Entry 1:
The following is a quantum chemistry calculation of C17H15F13N3O2PS in the gas phase, from OMol25.

E_HOMO (eV): -8.78
Total charge: 0
Structure (SMILES): C#C[C@]1(c2ccccn2)NC(=O)[C@@H](CCC(F)(F)C(F)(F)C(F)(F)C(F)(F)S(F)(F)(F)(F)F)[C@H]1P(N)O
Energy above the lowest of the compared OMol25 structures with the same formula, charge and spin (kcal/mol): 0.0
Maximum force (hartree/bohr): 0.0456
Gap between HOMO and LUMO (eV): 9.1
Spin multiplicity: 1

Each line ends with the Löwdin charge.
Positions of all 52 atoms, in Å:
C1 -1.28589 -1.92501 3.35178  0.17
C2 -0.31094 -1.79981 2.70201  -0.06
C3 0.90853 -1.63305 1.87313  -0.42
C4 1.11292 -3.01688 1.30524  -0.26
C5 0.60849 -3.34552 0.05583  -0.04
C6 0.74530 -4.62547 -0.45340  -0.05
C7 1.39800 -5.55736 0.34696  -0.06
C8 1.87332 -5.13404 1.57823  -0.13
N1 1.74607 -3.90399 2.07395  0.14
N2 1.95065 -1.14504 2.83039  0.12
C9 1.53493 0.18493 3.10195  -0.46
O1 1.82241 0.81698 4.07106  0.12
C10 0.59774 0.66893 1.97807  -0.24
C11 0.82543 2.12700 1.53541  -0.13
C12 -0.44887 2.95525 1.45033  -0.06
C13 -1.38220 2.64065 0.30168  -0.42
F1 -1.79335 1.33808 0.40170  0.10
F2 -2.50111 3.39263 0.42867  0.12
C14 -0.75923 2.78836 -1.12124  -0.33
F3 0.23593 3.71439 -1.04325  0.14
F4 -0.17746 1.62496 -1.46105  0.14
C15 -1.67057 3.30654 -2.26469  -0.36
F5 -0.90033 3.51423 -3.34932  0.15
F6 -2.10529 4.52672 -1.86749  0.15
C16 -2.93790 2.46341 -2.61567  -0.40
F7 -3.88710 3.32957 -3.01590  0.13
F8 -3.41581 1.82931 -1.53829  0.14
S1 -2.73793 1.20645 -4.03664  0.76
F9 -2.47779 2.39710 -5.02840  -0.11
F10 -1.20419 1.05685 -3.73270  -0.12
F11 -3.03412 -0.01243 -3.07672  -0.12
F12 -4.29131 1.29797 -4.33646  -0.12
F13 -2.57461 0.20365 -5.23570  -0.10
C17 0.86463 -0.42178 0.93142  -0.28
P1 2.64563 -0.10789 0.38520  0.92
N3 3.15308 -1.65345 -0.15330  -0.14
O2 2.43513 0.69225 -1.06101  -0.31
H1 -2.12284 -2.17629 3.94812  0.04
H2 0.08896 -2.59701 -0.52165  0.11
H3 0.36660 -4.88497 -1.42657  0.11
H4 1.52192 -6.57351 0.01984  0.10
H5 2.37630 -5.85856 2.20499  0.10
H6 1.90242 -1.64933 3.71108  0.15
H7 -0.42502 0.66707 2.32657  0.13
H8 1.41032 2.20622 0.63080  0.08
H9 1.42830 2.58314 2.31852  0.12
H10 -1.05417 2.86069 2.34657  0.14
H11 -0.18783 4.00399 1.34738  0.13
H12 0.18091 -0.51199 0.09903  0.11
H13 4.16368 -1.58761 -0.20656  0.03
H14 2.85301 -1.78433 -1.11921  0.05
H15 2.93526 1.50801 -0.99065  0.03



Entry 2:
The following is a quantum chemistry calculation of C4H8O2 in the gas phase, from OMol25.

E_HOMO (eV): -10.74
Total charge: 0
Structure (SMILES): CCCOC=O
Energy above the lowest of the compared OMol25 structures with the same formula, charge and spin (kcal/mol): 15.0
Maximum force (hartree/bohr): 0.0109
Gap between HOMO and LUMO (eV): 11.7
Spin multiplicity: 1

Each line ends with the natural charge from an NBO analysis.
Positions of all 14 atoms, in Å:
C1 -1.34701 0.46205 -0.66852  -0.63
C2 -0.94719 0.17798 0.78825  -0.42
C3 0.39093 -0.52913 0.92532  -0.08
O1 1.45372 0.28382 0.38753  -0.51
C4 1.96971 -0.07853 -0.78988  0.65
O2 1.63580 -1.01738 -1.46687  -0.59
H1 -2.41587 0.29236 -0.82805  0.21
H2 -1.13436 1.49894 -0.94654  0.21
H3 -0.80190 -0.18457 -1.36387  0.22
H4 -1.69217 -0.46377 1.27460  0.21
H5 -0.91848 1.10936 1.36601  0.21
H6 0.64919 -0.68699 1.97615  0.19
H7 0.38668 -1.48944 0.40338  0.21
H8 2.77095 0.62530 -1.05752  0.12



Entry 3:
The following is a quantum chemistry calculation of 2 unconnected molecules or ions with the total composition C4H12N2O3, from OMol25.

E_HOMO (eV): -8.54
Total charge: 0
Energy above the lowest of the compared OMol25 structures with the same formula, charge and spin (kcal/mol): 105.4
Maximum force (hartree/bohr): 0.0121
Gap between HOMO and LUMO (eV): 9.4
Spin multiplicity: 1

Each line ends with the natural charge from an NBO analysis.
Positions of all 21 atoms, in Å:
C1 0.00689 0.36257 0.82136  0.60
C2 1.74234 -0.22984 0.79822  0.20
C3 -2.51643 -0.21313 -1.46132  -0.41
C4 2.03155 -1.52151 0.07440  -0.65
N1 0.19478 0.33767 -0.45008  -0.47
N2 -1.76820 1.00960 -1.18369  -0.73
O1 -0.01115 1.52057 1.63540  -0.76
O2 -0.79951 -0.56658 1.48476  -0.73
O3 2.62971 0.81606 0.57907  -0.70
H1 0.59804 2.14591 1.22204  0.49
H2 -0.93017 -0.25687 2.39091  0.48
H3 2.62357 0.99976 -0.36971  0.48
H4 -1.50020 1.51688 -2.01567  0.37
H5 -2.24070 1.63363 -0.54198  0.37
H6 1.69775 -0.38074 1.87779  0.20
H7 -1.89536 -0.86726 -2.07255  0.20
H8 -2.69889 -0.72855 -0.51935  0.21
H9 -3.47208 -0.04377 -1.97383  0.17
H10 2.96826 -1.94320 0.45151  0.21
H11 1.22438 -2.23100 0.25216  0.24
H12 2.11547 -1.36022 -0.99941  0.22



Entry 4:
The following is a quantum chemistry calculation of C6H10BNO2 in the gas phase, from OMol25.

E_HOMO (eV): -8.80
Total charge: 0
Structure (SMILES): C[C@@H]1C=CC=N[C@@H]1B(O)O
Energy above the lowest of the compared OMol25 structures with the same formula, charge and spin (kcal/mol): 25.9
Maximum force (hartree/bohr): 0.0860
Gap between HOMO and LUMO (eV): 9.1
Spin multiplicity: 1

Each line ends with the natural charge from an NBO analysis.
Positions of all 20 atoms, in Å:
C1 -0.33251 -0.70587 -1.64167  -0.63
C2 0.76853 -0.05768 -0.75402  -0.26
C3 1.54191 -1.30647 -0.33624  -0.11
C4 1.14836 -1.99387 0.73568  -0.32
C5 -0.00011 -1.51265 1.56163  0.07
N1 -0.47454 -0.34924 1.45647  -0.39
C6 0.20467 0.66424 0.48854  -0.43
B1 -0.77410 1.86786 0.29979  1.12
O1 -0.40087 2.98730 1.04910  -0.87
O2 -1.93820 1.76061 -0.36117  -0.87
H1 -0.98583 -1.35942 -1.04657  0.22
H2 0.18504 -1.08081 -2.54383  0.22
H3 -1.07151 0.15130 -1.71091  0.23
H4 1.20982 0.60725 -1.39226  0.21
H5 2.37157 -1.62213 -1.06358  0.22
H6 1.58873 -2.89694 1.20854  0.22
H7 -0.54039 -2.27296 2.15360  0.18
H8 1.00668 1.00253 1.10014  0.23
H9 -0.99652 3.73347 0.73160  0.47
H10 -2.51071 2.38349 0.06517  0.48



Entry 5:
The following is a quantum chemistry calculation of a molecular structure, C22H40BNO44S9, from OMol25.

E_HOMO (eV): -9.15
Total charge: 0
Energy above the lowest of the compared OMol25 structures with the same formula, charge and spin (kcal/mol): 283.4
Maximum force (hartree/bohr): 0.1109
Gap between HOMO and LUMO (eV): 6.5
Spin multiplicity: 1

Each line ends with the Löwdin charge.
Positions of all 117 atoms, in Å:
N1 -16.63418 11.58747 -6.86916  0.36
H1 -17.26853 12.16789 -6.33924  0.16
H2 -15.68987 11.87889 -6.66072  0.16
H3 -16.80814 11.62241 -7.86346  0.16
H4 -16.57828 10.63564 -6.53599  0.16
O1 -6.01849 5.41694 -8.55029  0.11
C1 -7.25449 5.40782 -8.64010  -0.39
O2 -8.14546 6.35245 -8.64395  0.24
B1 -9.50375 5.84838 -8.36223  -0.83
O3 -9.24119 4.41103 -8.24737  0.22
C2 -7.94048 4.16974 -8.15494  -0.34
O4 -7.41420 3.02946 -7.98980  0.08
O5 -10.07882 6.38026 -7.04070  0.19
C3 -11.02933 7.30064 -7.29403  -0.38
O6 -11.57460 8.03729 -6.47508  0.11
C4 -11.42179 7.11323 -8.72870  -0.31
O7 -10.51191 6.26274 -9.34454  0.21
O8 -12.35665 7.75584 -9.23376  0.10
C5 -3.12490 6.09733 -15.27141  -0.23
C6 -4.06590 5.91224 -14.06729  -0.17
O9 -3.33863 6.67355 -13.16339  -0.21
S1 -1.67692 6.66312 -13.32431  0.77
O10 -0.95966 5.74834 -12.39766  -0.25
O11 -1.18900 8.04311 -13.43779  -0.25
O12 -1.83103 6.05411 -14.83227  -0.20
H5 -3.29627 7.08539 -15.69859  0.13
H6 -3.08083 5.32987 -16.04417  0.14
H7 -4.18522 4.87222 -13.76362  0.13
H8 -4.99952 6.42473 -14.29923  0.14
C7 -15.45069 10.50878 -14.52467  -0.19
C8 -14.02582 10.68133 -15.08536  -0.18
O13 -13.34942 11.33844 -14.02240  -0.21
S2 -14.23370 12.64209 -13.38113  0.82
O14 -14.16478 13.85382 -14.17875  -0.24
O15 -14.31255 12.72953 -11.90734  -0.27
O16 -15.62214 11.68768 -13.76589  -0.24
H9 -15.52621 9.57612 -13.96560  0.12
H10 -16.28061 10.50233 -15.23128  0.13
H11 -14.07160 11.13358 -16.07606  0.13
H12 -13.50922 9.73933 -15.26934  0.13
C9 -7.10966 13.67063 -12.06693  -0.22
C10 -7.21425 12.23572 -12.58275  -0.10
O17 -5.84589 12.10585 -13.07417  -0.25
S3 -4.92349 13.46872 -13.14640  0.77
O18 -5.32286 14.23077 -14.29112  -0.24
O19 -3.46694 13.28302 -12.78160  -0.25
O20 -5.79949 14.07722 -11.86565  -0.23
H13 -7.63641 13.92613 -11.14750  0.14
H14 -7.13368 14.43050 -12.84804  0.12
H15 -7.78386 12.05802 -13.49492  0.13
H16 -7.38717 11.37480 -11.93698  0.13
C11 -1.92915 10.94473 -7.99583  -0.19
C12 -3.41838 10.74497 -7.72162  -0.23
O21 -3.82276 11.93591 -7.21677  -0.19
S4 -2.80587 12.44002 -6.05871  0.76
O22 -3.04502 11.78219 -4.75475  -0.26
O23 -2.62265 13.87423 -6.12779  -0.23
O24 -1.52949 11.65690 -6.86165  -0.20
H17 -1.64027 11.36146 -8.96071  0.13
H18 -1.36820 10.01144 -8.04505  0.13
H19 -3.54351 9.96567 -6.96986  0.13
H20 -4.10089 10.47815 -8.52852  0.14
C13 -3.12736 -1.93062 -12.83924  -0.14
C14 -3.58426 -0.49255 -13.21114  -0.18
O25 -2.47359 0.34205 -12.98308  -0.22
S5 -1.08728 -0.48348 -13.39737  0.71
O26 -0.00664 -0.30640 -12.50222  -0.21
O27 -0.95137 -0.53982 -14.87778  -0.26
O28 -1.69546 -1.92777 -12.96291  -0.21
H21 -3.63072 -2.73290 -13.37875  0.13
H22 -3.37205 -2.21101 -11.81473  0.12
H23 -4.32471 -0.00479 -12.57716  0.14
H24 -3.83434 -0.28260 -14.25108  0.13
C15 -9.71540 13.22269 -0.17149  -0.15
C16 -10.02044 11.78181 -0.51308  -0.18
O29 -11.35350 11.76645 -1.02270  -0.20
S6 -11.77083 13.20937 -1.74136  0.76
O30 -12.98805 13.83544 -1.16707  -0.28
O31 -11.73765 13.13548 -3.24146  -0.29
O32 -10.53526 14.02459 -1.05783  -0.21
H25 -8.66641 13.37024 -0.42831  0.14
H26 -10.09548 13.40644 0.83344  0.14
H27 -10.07834 11.26351 0.44406  0.14
H28 -9.23972 11.41933 -1.18180  0.14
C17 -12.92226 0.16027 -9.55073  -0.23
C18 -11.72211 -0.70877 -9.17330  -0.21
O33 -12.18816 -1.99306 -9.15570  -0.19
S7 -13.77488 -2.12012 -8.80955  0.76
O34 -13.99072 -1.96269 -7.38325  -0.24
O35 -14.36040 -3.24670 -9.52482  -0.23
O36 -14.01855 -0.66675 -9.69040  -0.19
H29 -12.84779 0.76825 -10.45235  0.13
H30 -13.03189 0.84976 -8.71367  0.12
H31 -11.39083 -0.41455 -8.17742  0.14
H32 -10.98213 -0.54858 -9.95744  0.14
C19 -0.25411 0.68886 -7.37332  -0.20
C20 -0.11865 1.32811 -6.02681  -0.23
O37 1.24929 1.30949 -5.77427  -0.19
S8 1.77996 -0.20763 -6.05516  0.77
O38 1.58492 -1.06227 -4.86923  -0.26
O39 3.13522 -0.15419 -6.62640  -0.25
O40 0.60034 -0.40690 -7.24656  -0.20
H33 -0.04326 1.39563 -8.17589  0.14
H34 -1.24397 0.26731 -7.54816  0.14
H35 -0.69862 0.83752 -5.24511  0.14
H36 -0.40605 2.37380 -6.13644  0.14
C21 -18.46891 3.11451 -4.06277  -0.21
C22 -17.31140 2.64852 -4.87480  -0.16
O41 -16.56930 3.87043 -4.98177  -0.21
S9 -16.67859 4.86815 -3.66034  0.74
O42 -16.94395 6.23111 -4.09764  -0.26
O43 -15.62840 4.56987 -2.68223  -0.24
O44 -18.09798 4.16240 -3.19489  -0.20
H37 -18.89289 2.32898 -3.43725  0.14
H38 -19.26867 3.50834 -4.68998  0.13
H39 -17.50330 2.15406 -5.82706  0.14
H40 -16.64267 1.89538 -4.45806  0.13



Entry 6:
The following is a quantum chemistry calculation of C5H7F2IN2 in the gas phase, from OMol25.

E_HOMO (eV): -8.07
Total charge: 0
Energy above the lowest of the compared OMol25 structures with the same formula, charge and spin (kcal/mol): 16.1
Maximum force (hartree/bohr): 0.1099
Gap between HOMO and LUMO (eV): 7.7
Spin multiplicity: 1

Each line ends with the natural charge from an NBO analysis.
Positions of all 17 atoms, in Å:
C1 -0.81999 -0.40382 0.79371  -0.15
C2 0.58922 -0.79483 0.54493  -0.09
C3 -1.45279 0.46550 -0.00063  -0.38
C4 2.78349 -0.44750 -0.20611  -0.45
C5 -2.79933 0.76284 0.18786  0.67
N1 0.92987 0.47169 -1.26254  -0.56
N2 1.32989 -0.20583 -0.29066  -0.04
F1 -3.23657 1.87149 -0.45648  -0.34
F2 -3.08914 0.99667 1.49714  -0.35
I1 -4.20915 -0.89421 -0.40286  -0.03
H1 -1.26223 -0.90029 1.62971  0.23
H2 0.92195 -1.54666 1.17746  0.20
H3 -1.04455 0.97477 -0.84935  0.29
H4 3.16578 -0.66999 -1.20391  0.22
H5 3.42125 0.48505 0.02059  0.23
H6 3.06929 -1.13801 0.67026  0.23
H7 1.70301 0.97312 -1.84912  0.33